A cluster of 18 separate species, C33H89FNO20 in total. Source: the Open Molecules 2025 dataset; level of theory: ωB97M-V with the def2-TZVPD basis set.

```
144
Properties=species:S:1:pos:R:3:forces:R:3
F 1.78070 -2.61451 0.96171 -0.2824 0.2782 -0.0121
O -11.24267 -1.96256 -6.01161 -0.0144 0.0370 -0.0348
O 7.31809 3.44472 -0.93824 -0.1578 0.0961 0.1200
O 1.86632 -1.83239 -4.36797 0.0703 -0.0028 0.1923
O 8.95493 7.44229 -2.11385 -0.0067 0.0898 0.0414
O -8.64470 0.09578 -5.65171 -0.0400 -0.0660 -0.0084
O 4.83199 3.60520 3.04969 -0.1712 -0.0154 -0.1349
O 4.75917 0.06681 6.47337 -0.1413 -0.0279 -0.0159
O -0.00706 -3.28583 8.71197 0.0103 -0.1127 -0.1237
O 11.18181 3.91597 -0.18830 -0.0467 -0.0814 0.1112
O -5.80460 1.29800 1.09203 0.0049 -0.0447 0.0368
O 8.69967 0.08106 -0.53151 -0.0157 -0.0769 0.0708
O 0.12560 -0.55031 -6.27456 0.0416 -0.0664 0.0706
O 0.57348 1.96752 0.37275 0.2269 0.1872 0.1147
O -9.07091 1.62489 0.47396 0.0864 -0.0580 -0.0586
O -8.79643 -4.46330 -7.26499 0.0261 -0.1129 0.0033
O 0.09866 0.77252 -2.33087 0.0807 0.0311 0.2757
O -3.91114 -1.72295 3.16796 -0.0019 0.1025 -0.1313
O 1.59784 2.95870 2.06305 0.0207 -0.2690 -0.0236
O 2.55177 -0.33490 4.56629 -0.2948 -0.0934 0.0604
O -7.00773 2.01865 -2.55122 0.0483 0.0242 -0.0806
N 0.62430 -1.10693 2.30075 -0.1530 0.3660 0.0572
C 2.98006 2.36763 0.20656 -0.0325 0.0026 0.2410
C 4.03272 -0.65708 7.46621 -0.1271 0.0547 -0.0697
C 7.70513 4.82169 -0.84855 0.0555 -0.2440 0.0546
C -5.28378 2.43094 0.40198 -0.1094 -0.1030 -0.0166
C -0.28822 -2.87112 4.57250 -0.1543 -0.0117 -0.1460
C -3.45881 -0.57348 2.46223 -0.0790 -0.1364 0.0561
C 0.86394 -0.01840 2.91466 0.1092 -0.0893 0.0395
C -11.70060 -2.91926 -6.96915 -0.0646 0.0671 0.1616
C 9.30504 -1.14945 -0.91615 -0.0707 0.0772 0.0001
C -10.02234 1.80745 -0.57309 0.0881 -0.1006 0.1353
C -2.39858 -2.46912 5.84110 -0.0284 0.3552 -0.0792
C -0.10945 -4.52087 2.83292 -0.0094 0.1850 0.0472
C 1.67013 2.49572 0.94871 -0.0190 0.1761 -0.1011
C -2.18116 -4.22525 4.02742 0.1223 -0.0707 0.0472
C -6.52618 1.91196 -3.89057 -0.0423 -0.0129 0.1359
C -1.61999 -3.21296 4.80368 0.1946 -0.2022 -0.1105
C -0.16794 -1.93007 -6.52518 0.0300 0.1097 -0.0808
C 1.84636 -1.95956 2.16503 0.5195 -0.4277 -0.0373
C -0.02608 -4.70455 8.55031 0.0365 0.2224 0.1390
C 2.92139 -0.86674 2.17502 -0.2034 0.3467 -0.5296
C -8.17970 -1.20954 -5.97060 -0.0133 -0.0018 -0.0330
C -1.43013 -4.88349 3.06398 0.0938 0.0983 -0.0451
C 10.74385 2.56024 -0.25639 0.0754 0.2394 -0.1950
C 2.95169 -0.16748 0.78710 0.2098 -0.0359 0.2433
C -0.93930 0.96785 -3.30594 -0.0290 0.0149 0.0436
C 2.48465 -1.62149 -3.11337 -0.0040 -0.0180 -0.2337
C 8.93627 8.39560 -1.05692 0.0218 -0.0441 -0.0943
C -8.91141 -5.85270 -7.55498 0.0228 0.0924 0.0465
C 3.73954 1.15846 0.78504 0.2602 -0.2567 -0.2901
C 5.26899 4.80219 2.40781 -0.0299 -0.1607 0.0167
C 1.86208 -3.00492 3.28048 -0.3253 -0.2749 0.0621
C 2.34346 0.08217 3.24419 0.1655 0.4682 -0.1290
C 0.46255 -3.49333 3.57878 -0.0182 -0.1954 0.0818
H 4.07389 1.41629 1.78819 0.0504 0.0444 0.0324
H -0.00110 -0.11719 -1.97976 -0.0209 -0.0528 -0.0992
H 1.60611 -0.98293 -4.74663 -0.1092 -0.0526 -0.0831
H 8.82722 -2.00414 -0.43030 0.0239 -0.0142 0.0024
H 0.73756 -2.47745 -6.78839 -0.0343 -0.0586 0.0034
H 8.61078 7.87104 -0.16154 0.0023 -0.0073 0.0140
H 0.98713 -5.11279 8.57404 -0.0318 -0.0856 -0.0443
H -10.05762 0.93380 -1.22994 -0.0395 0.0324 -0.0395
H -0.62567 -5.17696 9.33138 -0.0035 -0.0795 -0.0473
H 9.24399 7.88938 -2.91356 0.0054 -0.0208 -0.0276
H -7.13366 -1.28338 -5.67537 0.0052 0.1182 0.0350
H 9.27572 -1.28972 -1.99928 0.0231 -0.0121 -0.0006
H 2.47081 -3.83821 2.93097 0.1801 0.1086 -0.0516
H 7.78062 0.06501 -0.80976 0.0062 0.0454 -0.0807
H 7.28774 5.34363 -1.70345 -0.0127 -0.0288 -0.0339
H -5.44690 2.04857 -3.85604 0.0078 0.0237 0.0313
H 3.38432 -0.87101 0.07725 -0.0048 0.0203 -0.0169
H 3.93064 -1.21995 2.37113 -0.1352 -0.1594 0.5395
H 6.32192 4.93131 2.64438 0.0191 -0.0089 0.0065
H -1.92647 0.87895 -2.84905 0.0029 0.0421 0.0115
H -3.21270 -4.51127 4.18045 -0.0429 0.0509 0.0380
H -12.79037 -2.99858 -6.95533 0.0030 0.0144 -0.0427
H -8.25241 -1.40706 -7.04201 0.0108 -0.0702 0.0040
H -7.95477 -6.36892 -7.44418 -0.0047 -0.0198 -0.0183
H -0.91328 -2.03705 -7.31550 0.0003 0.0078 0.0085
H 0.15589 -2.07769 5.16661 0.0765 -0.0297 0.0577
H 3.38745 -1.00999 -3.20774 0.0085 0.0098 0.0849
H 0.47786 -0.16680 -7.08240 -0.0172 0.0314 -0.0162
H -6.96024 2.68274 -4.53051 0.0334 -0.0117 -0.0475
H -0.47451 -4.91639 7.58245 0.0029 0.0191 -0.0203
H -6.75741 0.93480 -4.31114 0.0228 0.0118 -0.0872
H -9.65463 -6.33887 -6.91677 -0.0052 -0.0178 -0.0188
H 1.93339 -0.00015 0.44963 -0.1318 -0.0160 -0.0813
H 8.23665 9.21026 -1.26058 -0.0065 0.0032 0.0251
H -9.35164 0.86395 0.98971 -0.0209 0.0272 0.0615
H -0.81902 1.97300 -3.69876 0.0110 0.0169 0.0026
H 9.92882 8.81361 -0.87343 -0.0027 0.0038 0.0292
H -3.37220 -2.91709 6.02432 0.0507 -0.0781 0.1045
H -11.25626 -3.89720 -6.78711 0.0065 -0.0292 -0.0726
H 3.48769 0.01981 8.12825 -0.0012 -0.0377 0.0355
H 0.47852 -5.02281 2.07491 -0.0220 -0.0420 -0.0280
H -1.87211 -5.67176 2.46994 -0.0545 -0.0407 0.0439
H 4.71684 5.67298 2.76686 0.0111 0.0189 -0.0190
H 3.55804 3.26514 0.42246 0.0169 0.0166 -0.1332
H 2.84577 2.29703 -0.87330 -0.0649 -0.1246 0.0027
H -2.39056 -0.47419 2.67616 0.0038 -0.0002 0.0472
H -9.71431 2.67622 -1.14995 0.0351 0.0343 0.0440
H -8.50874 -4.37191 -6.35278 0.0192 0.0493 0.0040
H -1.82984 -2.36949 6.76601 -0.0724 -0.1679 0.0907
H -2.58649 -1.45727 5.47378 -0.0816 -0.0053 0.0410
H -4.85142 -1.81791 2.98936 -0.0188 0.0085 0.0217
H 4.65439 1.02495 0.20741 0.0046 0.1123 -0.0059
H -5.40855 2.31768 -0.67578 0.0059 0.0854 -0.0087
H -6.74409 1.25050 0.88018 -0.0550 0.0558 -0.0658
H 5.16204 4.72093 1.32215 0.0634 0.1059 -0.0214
H -9.56861 0.12666 -5.92249 -0.0285 -0.0104 0.0302
H -11.51859 -2.25722 -5.14008 -0.0386 0.0218 0.0125
H 2.64044 1.12000 3.11997 0.1289 -0.0248 -0.0948
H 7.70900 2.99335 -0.18423 0.0822 -0.0719 -0.0616
H 3.31414 -1.26951 6.92565 -0.0307 -0.0484 0.0692
H 4.66653 -1.31401 8.06433 0.0998 0.0493 -0.0603
H 0.37936 -3.09808 9.57122 -0.0304 0.0712 0.0171
H -0.84502 0.25453 -4.12433 0.0444 0.0300 -0.0176
H 11.58926 4.14226 -1.02813 0.0048 0.0287 -0.0115
H 10.34341 -1.10544 -0.59835 0.0144 0.0008 0.0061
H 11.58451 1.88115 -0.42207 -0.0435 -0.0666 0.0345
H 2.30640 -2.59557 4.18327 0.1075 0.1383 -0.0761
H 0.10602 0.72099 3.14471 -0.0726 -0.0851 0.0400
H -8.75956 -1.96323 -5.43629 0.0514 -0.0861 -0.0308
H -11.38090 -2.57019 -7.94654 0.0201 -0.0039 -0.0147
H -9.23358 -5.93586 -8.58969 -0.0034 -0.0010 -0.0143
H -0.30017 -1.39644 1.99353 -0.0167 -0.2244 0.1160
H -5.78124 3.34734 0.72791 0.0512 0.0465 -0.0356
H 3.02557 0.34685 5.06285 0.2623 -0.1031 0.0471
H 10.00724 2.42316 -1.05035 -0.0181 -0.0910 0.0295
H 1.79985 -1.13959 -2.41192 0.0796 0.0386 0.1214
H -11.01703 1.99454 -0.16430 -0.0331 0.0203 -0.0788
H 0.75147 1.72320 -0.55195 -0.3028 -0.0569 -0.2384
H 8.79084 4.92003 -0.86998 -0.0098 0.0894 0.0022
H -4.22294 2.50490 0.63887 0.0068 -0.0248 0.0479
H 7.31882 5.27357 0.07043 0.0129 0.0669 -0.0316
H 5.40431 0.63027 6.90942 0.0140 0.0409 -0.0284
H -3.60165 -0.68231 1.38502 0.0281 0.0682 -0.0191
H -0.56177 -2.34120 -5.60063 -0.0018 -0.0148 0.0079
H -3.97143 0.33080 2.79108 0.0414 0.0495 -0.0545
H 3.89514 3.50684 2.84163 -0.0802 0.0533 0.1341
H 10.28113 2.31829 0.69725 0.0082 0.0010 0.0258
H 2.76176 -2.59618 -2.71608 0.0125 -0.0153 -0.0126
H -7.96080 1.90120 -2.58087 -0.0142 -0.0420 0.0370
```
Forces are in eV/Å.

Computed properties:
- Total charge: +1
- Energy: -2969.695707 hartree
- HOMO: -11.12 eV
- 2S+1: 1